Record 1
Entry from OMol25: a gas-phase ion, C4H8N3O5 (charge -1) at a distorted geometry (ωB97M-V/def2-TZVPD).

Geometry as XYZ:
```
20
Properties=species:S:1:pos:R:3:forces:R:3
O -1.57666 1.97654 0.09144 -2.561 0.663 -1.901
O -2.77381 -1.31892 0.35449 0.117 1.035 -0.596
O -3.63022 0.62348 -0.44044 0.319 0.173 -0.212
O -0.55927 0.00392 -1.79658 1.469 -1.756 -1.157
O 1.24551 2.01727 -1.07369 0.942 0.422 -0.342
N 0.09824 -1.23216 0.13769 -0.814 -0.991 0.065
N 1.05830 -2.05727 -0.52967 -0.695 -1.652 -2.915
N 1.81023 0.95841 0.89916 -1.314 -1.971 -0.067
C -1.39823 0.59821 0.27590 0.928 1.179 1.517
C -2.70817 -0.10044 0.00862 -1.106 -2.059 0.548
C -0.20166 0.04554 -0.48481 1.421 -0.193 1.510
C 1.15157 1.12735 -0.27834 -3.284 -1.490 -0.117
H -0.76419 -1.89314 0.20742 1.294 2.236 0.095
H -2.59155 2.02937 -0.36871 2.961 -0.860 1.680
H 2.23345 1.75342 1.30092 0.439 0.770 0.500
H 0.52861 -2.52103 -1.36776 1.157 0.911 1.724
H 1.29897 0.26126 1.48676 0.955 0.866 -0.472
H -1.10056 0.39756 1.30456 -0.466 0.146 0.528
H -1.02975 0.80044 -1.82868 -1.370 2.129 -1.195
H 1.77246 -1.54373 -1.06538 -0.392 0.441 0.807
```
Positions in Å, forces in eV/Å.

Computed properties:
- Structure (SMILES): NN[C@](O)(C(N)=O)[C@@H](O)C(=O)[O-]
- Spin multiplicity: 1
- Frontier orbital gap: 8.6601 eV
- Total charge: -1



Record 2
Entry from OMol25: 2 unconnected molecules or ions with the total composition CH8N2Si at a distorted geometry (ωB97M-V/def2-TZVPD).

Geometry as XYZ:
```
12
Properties=species:S:1:pos:R:3:forces:R:3
Si -1.49110 0.36124 0.09424 1.294 1.521 -0.906
N 0.40037 -1.77451 0.02972 -0.997 0.826 0.083
N -0.10451 -0.62160 0.46822 1.170 0.770 0.856
C 1.51053 0.91881 -0.00043 0.112 -2.440 3.649
H -1.09364 1.03917 -1.27985 -0.749 -0.281 1.195
H -0.08572 -2.27704 -0.67841 0.267 -0.397 -0.599
H -1.61462 1.42003 1.25868 0.100 -1.102 -1.206
H 2.18292 0.11857 0.29434 -0.017 -0.308 -0.831
H 1.61489 1.56681 0.84994 -0.732 1.042 -0.220
H 1.25372 -2.09851 0.44597 -0.192 -0.247 0.101
H -2.79518 -0.27488 -0.19427 0.026 -0.301 0.306
H 1.44036 1.18719 -0.97900 -0.282 0.917 -2.428
```
Positions in Å, forces in eV/Å.

Computed properties:
- ΔE to the lowest compared entry with this formula, charge and spin: 411.5 kJ/mol
- Spin multiplicity: 1
- Frontier orbital gap (spin up / spin down): 8.3638 / 7.9480 eV



Record 3
Entry from OMol25: 6 unconnected molecules or ions with the total composition C14H42N2O20P4 at a distorted geometry (ωB97M-V/def2-TZVPD).

Geometry as XYZ:
```
82
Properties=species:S:1:pos:R:3:forces:R:3
P -3.95562 2.21470 4.06199 -0.104 0.630 -0.261
P 1.34123 -4.84595 4.18055 0.495 0.168 0.617
P 1.35529 -0.38528 -0.19788 -0.060 -0.143 -0.138
P -1.02264 2.13820 -4.64010 -0.778 0.003 -0.533
O 0.24746 2.82514 -4.45941 0.521 -0.150 0.428
O -2.81502 1.15383 4.23646 0.350 -0.709 0.016
O 2.72040 -3.47249 -3.48629 0.149 0.276 -0.393
O -2.23509 3.09845 -4.93660 -0.307 0.079 -0.232
O -3.42829 3.16199 2.89382 0.066 0.054 0.126
O 1.69464 -0.75465 1.27356 0.079 0.011 0.989
O 1.28129 -6.16063 3.34441 0.402 -0.158 -0.552
O 0.40472 -1.56730 -0.64465 -0.188 -0.011 -0.039
O -3.83452 3.13128 5.32062 -0.072 0.429 0.148
O 0.27587 -3.86754 3.97527 -0.487 0.212 0.098
O 4.16471 6.24279 -3.25090 -0.046 -0.205 -0.001
O 2.86694 -2.51563 -5.42278 -0.037 -0.081 0.326
O 2.51693 -0.18547 -1.05715 0.371 0.196 -0.242
O 3.05425 5.06908 -4.67667 0.093 -0.134 -0.177
O 0.40751 0.87701 -0.06077 -0.033 0.269 -0.139
O 1.49633 -5.38304 5.67251 -0.435 0.000 -0.004
O 2.78704 -4.33548 3.84862 0.263 -0.380 -0.425
O -1.07706 1.08101 -5.82681 0.036 0.223 -0.043
O -5.28154 1.65994 3.86004 -0.526 -0.410 -0.113
O -1.59520 1.35402 -3.40207 0.528 0.072 0.462
N 3.31300 5.42762 -3.55322 0.041 0.450 0.545
N 3.09955 -2.58109 -4.22866 0.013 -0.081 0.006
C 0.13055 0.55091 -6.37549 0.593 -0.596 0.210
C -3.13896 2.56711 1.62823 -0.058 -0.196 -0.052
C -2.99515 -0.20386 3.76405 0.843 0.464 0.275
C 0.61072 -1.15389 2.15722 -0.121 -0.304 -0.907
C -2.84494 4.14584 5.48455 0.319 0.139 0.172
C 2.46143 4.84530 -2.45441 0.072 0.433 -0.704
C 0.08580 -6.92222 3.29270 -0.698 -0.334 -0.071
C 3.14411 -2.97286 4.03833 0.011 0.622 -0.100
C 3.91912 -1.49368 -3.62199 -0.135 0.058 0.322
C 0.61703 1.97854 -0.95408 -0.133 0.500 -0.413
C 0.26407 -1.86380 -2.03737 -0.134 -0.216 -0.284
C -2.09701 4.09951 -5.96212 0.107 -0.018 0.279
C -2.57651 0.34065 -3.51058 -0.839 -0.501 -0.118
C 0.70016 -4.86719 6.73121 -0.296 0.306 0.574
H 1.46016 5.00086 -2.84372 -0.180 -0.477 0.210
H 0.16070 2.86868 -0.52385 0.054 -0.111 0.259
H 0.76783 -1.12695 -2.66304 0.103 0.003 0.059
H -4.04499 -0.47472 3.76589 -0.019 -0.072 -0.053
H -2.12277 -0.64050 -3.65151 0.136 0.121 -0.069
H -0.22833 -0.47488 2.00833 -0.027 -0.003 0.185
H 3.80833 -0.59851 -4.22146 0.017 -0.053 -0.135
H 2.40912 -2.43851 4.64271 0.016 -0.099 0.059
H 0.94919 0.58893 -5.65362 -0.060 0.230 -0.044
H 2.74351 3.80083 -2.39565 -0.235 -0.092 0.059
H 0.92768 -1.16191 3.19113 0.297 0.124 -0.054
H -2.43618 3.69857 -6.91417 -0.003 -0.002 -0.038
H 0.27188 -5.68400 7.31154 0.153 -0.150 -0.139
H 0.00084 -7.38300 2.31035 0.247 0.053 -0.011
H 4.95309 -1.82659 -3.60197 -0.004 -0.097 -0.102
H 1.67561 2.14875 -1.13379 0.044 -0.061 0.178
H -3.21616 4.87530 6.20000 -0.172 -0.126 0.040
H 3.55753 -1.33488 -2.60848 0.025 0.007 -0.045
H -2.52879 -0.26548 2.78133 -0.312 -0.140 -0.155
H -0.02510 -0.50441 -6.59662 -0.221 0.097 -0.133
H -1.05850 4.42410 -6.02031 -0.008 0.016 -0.096
H -2.39303 -0.80607 4.43977 -0.258 -0.236 0.036
H -0.80406 -6.30322 3.42880 0.137 0.098 0.096
H -0.78968 -1.87872 -2.31285 -0.047 0.037 0.265
H -2.64105 4.65722 4.54756 0.004 -0.078 -0.061
H -3.35136 3.32242 0.87753 0.073 -0.068 -0.102
H 1.32138 -4.26706 7.39871 0.049 -0.042 -0.079
H 0.34986 -2.15643 1.82960 -0.307 -0.065 0.421
H 4.11699 -2.91852 4.52104 -0.018 -0.194 0.059
H 0.13629 1.81667 -1.91548 -0.002 -0.230 0.061
H 0.42700 1.08022 -7.27678 -0.133 0.117 -0.010
H -1.92816 3.70928 5.88266 0.003 -0.035 -0.081
H -3.76207 1.68665 1.45073 -0.131 0.135 -0.028
H -2.09603 2.24720 1.57726 0.037 0.174 0.060
H -2.71467 4.93729 -5.65366 -0.068 0.010 -0.096
H -3.16862 0.31501 -2.59626 0.240 0.152 0.111
H 0.09828 -7.71191 4.04441 0.107 0.092 0.068
H 3.21167 -2.46669 3.07343 -0.037 -0.141 -0.013
H -3.27882 0.51907 -4.32721 0.188 0.119 -0.070
H -0.12187 -4.24679 6.37313 0.110 -0.017 -0.190
H 2.61414 5.38986 -1.53167 0.261 0.005 -0.022
H 0.68655 -2.84800 -2.21796 0.074 0.028 -0.054
```
Positions in Å, forces in eV/Å.

Computed properties:
- Structure (SMILES): COP(=O)(OC)OC.COP(=O)(OC)OC.COP(=O)(OC)OC.COP(=O)(OC)OC.C[N+](=O)[O-].C[N+](=O)[O-]
- ΔE to the lowest compared entry with this formula, charge and spin: 0.0 kJ/mol
- Spin multiplicity: 1
- Frontier orbital gap: 11.0089 eV



Record 4
Entry from OMol25: C8H8N2O3 in the gas phase at a distorted geometry (ωB97M-V/def2-TZVPD).

Geometry as XYZ:
```
21
Properties=species:S:1:pos:R:3:forces:R:3
O 2.85014 -1.04224 -1.16042 -0.063 0.377 -0.239
O 1.49600 -1.49971 0.84926 2.685 -0.717 -0.551
O 1.17631 -0.28850 -2.32404 0.658 -0.353 0.165
N 1.67529 -0.73346 -1.30999 0.012 -0.793 -1.046
N -0.16788 -3.39572 -0.82052 0.545 1.182 0.387
C -0.26796 1.30048 -0.73555 -0.556 -1.323 4.328
C -1.13916 2.58044 1.11126 0.334 -2.165 -1.340
C -0.41602 -2.17357 -0.83082 1.934 1.407 0.815
C 0.76326 -1.06731 -0.18011 -2.530 0.159 -0.988
C -1.12950 1.40011 1.89558 0.732 1.741 -2.421
C -0.04726 0.21217 0.13215 -0.363 -0.497 0.991
C -0.79550 2.46227 -0.23720 0.146 0.958 1.709
C -0.58389 0.22693 1.46748 0.141 1.054 -2.957
H -1.43865 1.48273 2.84965 -1.171 0.133 3.208
H -0.66417 -0.63089 2.07190 0.495 -0.945 0.596
H -1.15973 -1.37495 -1.07894 -0.564 -1.694 -0.485
H -0.65887 3.34825 -0.83339 -0.494 0.233 -0.240
H -0.73732 -4.17587 -1.11804 -0.699 0.577 -0.267
H -1.36290 3.54009 1.47378 -0.539 0.892 0.772
H 2.45835 -1.58071 0.40487 -2.248 0.048 1.336
H 0.14946 1.40945 -1.62690 1.545 -0.272 -3.775
```
Positions in Å, forces in eV/Å.

Computed properties:
- Structure (SMILES): [H]/N=C/[C@](O)(c1ccccc1)[N+](=O)[O-]
- ΔE to the lowest compared entry with this formula, charge and spin: 485.7 kJ/mol
- Spin multiplicity: 1
- Frontier orbital gap: 9.1758 eV



Record 5
Entry from OMol25: a gas-phase ion, C5H11N2O (charge -1) at a distorted geometry (ωB97M-V/def2-TZVPD).

Geometry as XYZ:
```
19
Properties=species:S:1:pos:R:3:forces:R:3
O -1.16002 2.77589 1.43309 0.278 -0.219 -0.011
N 0.84321 -2.57273 -0.40429 0.492 -0.590 0.344
N 1.18049 1.72287 0.62480 1.373 0.049 -0.149
C -1.31148 1.90549 0.42218 -0.081 0.687 -0.184
C -0.18377 -3.11001 -0.88295 0.072 -0.301 -0.132
C -0.07258 -0.30565 0.27943 0.560 -0.965 -0.312
C 0.04045 1.17235 -0.06318 -1.519 -0.354 0.967
C 1.06007 -1.15662 -0.35829 0.001 1.534 0.230
H -1.68749 2.39602 -0.51957 -0.195 -0.042 -0.048
H 1.97971 -0.90090 0.17665 -0.058 -0.496 0.113
H 0.95382 1.79506 1.61442 -0.433 -0.004 -0.115
H -1.02606 -0.76121 -0.00618 -0.108 0.448 -0.246
H -1.04935 -2.61870 -1.34280 0.086 0.267 0.088
H 1.30133 2.69886 0.37392 -0.224 -0.046 -0.124
H -2.07075 1.11633 0.66496 0.139 -0.203 -0.227
H 0.14789 1.24743 -1.15003 0.168 0.252 0.023
H 1.28734 -0.77034 -1.35974 -0.388 -0.165 -0.213
H -0.03351 -0.43147 1.36672 0.055 0.100 0.040
H -0.19929 -4.20265 -0.86913 -0.220 0.049 -0.044
```
Positions in Å, forces in eV/Å.

Computed properties:
- Structure (SMILES): C=NCC[C@H](N)C[O-]
- ΔE to the lowest compared entry with this formula, charge and spin: 83.0 kJ/mol
- Spin multiplicity: 1
- Frontier orbital gap: 5.9320 eV
- Total charge: -1



Record 6
Entry from OMol25: a molecular structure, C14H14BEuF9N6O at a distorted geometry (ωB97M-V/def2-TZVPD).

Geometry as XYZ:
```
46
Properties=species:S:1:pos:R:3:forces:R:3
Eu -1.63460 -0.73745 0.23708 1.854 0.003 3.482
F 0.14257 2.67916 3.19937 -0.446 -0.820 0.701
F -0.05049 1.68922 5.14618 -0.329 0.056 -0.804
F -1.80462 1.95788 3.84716 0.905 -0.270 0.143
F 1.91951 -0.13132 4.23508 -0.275 0.004 -0.668
F -0.54720 -0.94983 5.22523 -0.478 -0.188 -0.845
F 1.94982 0.98041 2.34468 -0.604 -0.770 0.693
F -2.29788 -0.66852 3.91478 0.990 -0.214 0.072
F -0.72879 -2.07020 3.33685 -0.231 0.918 0.468
F 1.53251 -1.15040 2.32550 -0.280 0.781 0.679
O -0.71489 0.33746 1.90390 -0.235 -0.258 0.214
N 1.65886 -0.44379 -2.37367 -0.366 -0.784 0.758
N 1.33432 -1.10479 -1.21045 0.210 -0.368 -0.372
N -1.42700 -0.36051 -1.79099 -0.528 0.300 -6.094
N 0.21584 1.50939 -0.66565 -0.150 0.232 -0.209
N -0.75219 0.03422 -2.96011 -2.011 -0.829 1.438
N 0.66591 1.78392 -1.93036 -0.481 0.063 0.750
C -0.21828 0.29150 3.15035 -0.156 -0.247 -0.342
C -2.80272 -0.62445 -3.58964 0.475 0.076 0.509
C 2.85816 -0.85542 -2.83412 -0.245 -0.527 0.675
C 0.24579 2.65169 0.01735 0.228 0.072 -0.797
C -0.94805 -0.86092 3.93979 0.128 -0.101 0.364
C 1.31588 -0.00328 3.03039 0.898 0.066 -0.270
C -1.30009 -3.12282 0.19732 -0.128 -0.695 -0.205
C -1.56604 -0.11261 -4.01451 0.084 -0.191 1.142
C -0.48012 1.66619 3.86279 0.040 0.651 0.072
C 3.33352 -1.82902 -1.96013 -0.207 0.251 -0.159
C 0.72313 3.69361 -0.80350 0.156 -0.715 -0.886
C -2.68305 -0.77538 -2.19472 1.478 0.651 -1.452
C 0.98631 3.09097 -2.04878 -0.567 -0.076 1.467
C 2.33967 -1.95312 -0.96386 -0.079 0.820 -0.910
B 0.69018 0.61489 -2.94040 0.647 0.264 1.322
H 3.26282 -0.44099 -3.74362 0.060 -0.040 0.056
H 1.35386 3.48021 -2.97970 0.075 0.115 -0.062
H -2.24341 -3.46286 0.66655 0.338 0.089 -0.028
H -3.41594 -1.17879 -1.48454 0.152 0.188 -0.405
H -0.41541 -3.45344 0.75658 -0.304 0.278 -0.061
H -1.16417 0.16582 -4.97824 -0.328 -0.114 -0.043
H 2.32896 -2.61301 -0.10455 -0.083 0.198 -0.099
H -3.63702 -0.85144 -4.22446 -0.162 -0.049 0.053
H -2.32040 1.08570 0.20045 -0.350 0.534 -0.080
H -0.07398 2.67892 1.05376 0.110 -0.032 -0.440
H 4.25520 -2.37487 -2.03651 0.102 -0.017 -0.010
H -1.25027 -3.46329 -0.85100 0.015 0.313 0.388
H 1.00964 0.97066 -4.02914 -0.031 0.014 -0.259
H 0.84791 4.71953 -0.54048 0.107 0.367 0.055
```
Positions in Å, forces in eV/Å.

Computed properties:
- ⟨S²⟩: 15.77
- ΔE to the lowest compared entry with this formula, charge and spin: 568.5 kJ/mol
- Spin multiplicity: 8
- Frontier orbital gap (spin up / spin down): 6.8656 / 5.3830 eV